{
  "formula": "C9H18ClNO",
  "method": "ωB97M-V/def2-TZVPD",
  "spin_multiplicity": 1,
  "total_charge": 0,
  "e_lumo_ha": -0.1475,
  "homo_lumo_gap_ha": 0.140,
  "symbols": ["C", "C", "C", "C", "C", "C", "N", "O", "C", "C", "C", "H", "H", "H", "H", "H", "H", "H", "H", "H", "H", "H", "H", "H", "H", "H", "H", "H", "H", "Cl"],
  "positions_angstrom": [[-1.946696, -0.286569, -1.274677], [-1.211895, -0.524442, 0.052857], [-0.355969, -1.774598, -0.163248], [0.938369, -1.575380, -1.031843], [1.752650, -0.354548, -0.496560], [0.995680, 0.864843, -0.051949], [-0.370097, 0.571267, 0.602821], [-1.154846, 1.608896, 1.019163], [0.869010, 1.800273, -1.258076], [1.789299, 1.551185, 1.059369], [-2.200269, -1.027048, 1.209926], [-2.036927, 0.790978, -1.411912], [-2.929552, -0.739245, -1.143623], [-1.483620, -0.691238, -2.174620], [-0.971862, -2.563797, -0.594451], [0.026846, -1.983763, 0.835659], [0.633555, -1.342505, -2.052107], [1.554546, -2.472897, -0.978216], [2.553475, -0.018169, -1.155062], [2.170189, -0.775919, 0.417886], [0.106108, 1.528331, -1.987544], [1.778856, 2.100718, -1.777713], [0.553721, 2.728755, -0.782030], [1.887494, 0.959501, 1.969516], [1.154479, 2.372702, 1.391349], [2.716866, 1.962749, 0.661451], [-2.666486, -1.969733, 0.923418], [-2.955716, -0.306243, 1.522736], [-1.625949, -1.105582, 2.133010], [0.428741, 0.671480, 4.534470]],
  "forces_ev_per_angstrom": [[-0.275, 1.538, 0.390], [-0.551, -3.093, 1.360], [2.393, 0.636, 0.089], [-1.075, 1.567, 0.002], [-0.617, -2.579, 1.224], [1.051, 0.231, 0.773], [-4.878, 5.252, -1.238], [4.818, -5.073, -1.712], [-1.643, 1.635, 0.763], [-0.837, 0.932, 0.122], [0.529, 1.493, -0.069], [-0.499, -0.001, -0.196], [-0.002, 0.190, -0.220], [0.297, -0.116, 0.321], [0.036, -0.016, 0.380], [-0.192, -0.876, 0.070], [0.114, -0.449, -0.284], [-0.100, 0.093, -0.260], [-0.083, -0.213, 0.059], [0.633, 0.149, 0.017], [0.133, -0.242, 0.030], [0.309, -0.826, 0.314], [-0.409, 0.344, -0.409], [0.344, -0.352, -0.257], [0.251, 0.377, 0.014], [0.066, -0.234, 0.170], [0.187, 0.112, -0.010], [-0.202, 0.145, -0.659], [0.266, -0.503, -0.088], [-0.065, -0.122, -0.699]]
}


{
  "formula": "C9H18F20K3NO13P3S2",
  "method": "ωB97M-V/def2-TZVPD",
  "spin_multiplicity": 1,
  "total_charge": -1,
  "e_lumo_ha": 0.0069,
  "homo_lumo_gap_ha": 0.245,
  "symbols": ["K", "K", "K", "N", "S", "O", "O", "F", "S", "O", "O", "F", "P", "F", "F", "F", "F", "F", "F", "P", "F", "F", "F", "F", "F", "F", "P", "F", "F", "F", "F", "F", "F", "C", "O", "C", "O", "O", "C", "H", "H", "H", "H", "H", "H", "C", "O", "C", "O", "O", "C", "H", "H", "H", "H", "H", "H", "C", "O", "C", "O", "O", "C", "H", "H", "H", "H", "H", "H"],
  "positions_angstrom": [[0.714731, -2.202368, -0.155657], [0.050529, 0.616986, 4.106805], [4.255968, 3.454138, -0.984813], [1.557608, -2.491432, -2.813116], [2.751592, -1.556345, -3.467514], [2.718670, -1.531341, -4.893005], [4.002948, -1.577998, -2.813867], [2.111962, -0.137546, -3.094716], [2.222620, -3.949201, -2.842536], [3.335156, -4.225106, -2.018874], [2.085533, -4.734143, -4.026758], [1.001683, -4.519309, -1.897419], [1.427918, 1.025007, 0.752571], [2.107710, 1.564611, 2.164599], [2.880320, 0.453495, 0.400882], [1.191857, -0.415312, 1.473912], [0.783284, 0.589460, -0.646123], [0.046638, 1.641500, 1.311569], [1.821183, 2.429876, 0.018122], [4.147078, -3.229014, 1.406763], [5.069955, -4.324102, 0.635029], [2.817812, -3.930950, 0.762492], [4.060262, -4.220035, 2.675316], [3.262019, -2.152939, 2.182022], [5.492800, -2.525025, 2.013311], [4.212521, -2.248278, 0.125887], [-0.493397, -3.519384, 3.101049], [-0.008936, -4.898905, 3.735185], [-0.423105, -4.163659, 1.611354], [-2.023780, -3.965955, 3.299458], [-1.017737, -2.126622, 2.442251], [-0.427532, -2.841749, 4.592680], [1.020274, -3.034350, 2.899281], [-2.319208, 1.273816, -1.647157], [-3.270895, 0.380480, -1.052279], [-2.799670, -0.836786, -0.806088], [-1.718432, -1.256061, -1.115305], [-3.722798, -1.526914, -0.169100], [-3.383815, -2.900758, 0.045141], [-2.064473, 0.907417, -2.638262], [-1.449955, 1.381898, -1.002316], [-2.813123, 2.239609, -1.718932], [-3.187041, -3.430319, -0.888957], [-4.241428, -3.395500, 0.498085], [-2.528401, -3.016597, 0.708404], [0.997582, 6.979968, -1.761389], [0.233227, 5.829893, -2.081162], [0.933008, 4.760665, -2.473704], [2.141007, 4.707246, -2.509634], [0.102656, 3.790643, -2.722363], [0.644677, 2.558830, -3.216615], [1.598579, 6.784928, -0.867033], [0.292551, 7.762192, -1.503114], [1.659450, 7.281726, -2.568099], [1.671629, 2.407404, -2.899832], [0.670962, 2.594474, -4.307345], [0.033045, 1.748242, -2.851654], [-4.209102, -0.777056, 2.924818], [-4.269515, 0.419407, 2.116630], [-3.341350, 1.300195, 2.351480], [-2.292272, 1.069383, 2.905745], [-3.693351, 2.463284, 1.809065], [-2.646508, 3.400883, 1.570839], [-3.804609, -0.546632, 3.907205], [-3.535081, -1.491564, 2.457934], [-5.229988, -1.132933, 2.943082], [-1.898666, 3.395253, 2.359086], [-3.097002, 4.394472, 1.561200], [-2.217838, 3.224811, 0.585488]],
  "forces_ev_per_angstrom": [[0.293, -0.998, 0.028], [0.097, -0.655, -0.691], [-0.607, -0.489, -0.010], [2.742, 1.187, -1.324], [-1.587, 0.528, -0.380], [0.047, -0.102, -0.297], [0.478, 0.151, 0.330], [-0.188, 0.152, 0.323], [-2.306, -3.211, 2.069], [0.863, 0.745, -0.151], [-0.118, 0.774, -0.661], [0.075, 0.022, -0.399], [2.293, -0.831, 1.295], [-0.362, 0.457, 0.131], [0.152, 0.408, -1.145], [-1.328, 1.051, 0.014], [-0.324, -0.517, 0.534], [-0.317, -0.234, -0.519], [0.093, 0.985, 0.110], [0.783, -1.001, -0.563], [-0.047, 0.313, 0.129], [-0.183, 0.328, 0.265], [0.035, 0.029, 0.157], [-0.432, 0.564, 0.216], [0.000, -0.096, 0.000], [0.015, 0.227, -0.121], [1.832, -0.970, 0.318], [-0.053, -0.299, 0.081], [-0.692, 0.010, -0.216], [-0.363, 0.201, -0.023], [-0.355, 0.823, 0.004], [-0.826, 0.518, -0.041], [-0.174, 0.267, -0.025], [-0.282, 0.046, 0.134], [-0.015, 0.458, 0.096], [-0.036, -0.167, 0.065], [0.533, 0.137, -0.207], [-0.531, -0.286, 0.100], [0.032, -0.930, 0.127], [0.238, 0.038, 0.005], [0.161, -0.194, -0.146], [-0.159, -0.062, -0.075], [0.135, 0.325, -0.071], [-0.100, 0.375, 0.099], [0.030, 0.156, -0.048], [0.360, 0.090, 0.736], [-0.085, -0.142, -0.425], [-0.233, 0.142, 0.750], [0.752, 0.117, -0.019], [-0.482, -0.195, -0.147], [0.668, -0.237, -0.542], [0.043, -0.011, -0.145], [-0.119, 0.027, -0.228], [-0.087, -0.011, -0.144], [-0.106, 0.025, 0.305], [-0.276, -0.043, 0.070], [-0.097, -0.005, 0.017], [0.421, -0.053, -0.402], [-0.791, -0.073, 0.488], [0.509, -0.080, -0.777], [0.356, 0.310, 0.666], [-0.061, 0.123, -0.017], [-0.098, 0.636, 0.004], [-0.251, 0.013, 0.089], [-0.083, -0.070, 0.003], [-0.025, -0.177, 0.163], [0.111, -0.281, -0.117], [-0.190, -0.168, 0.001], [0.224, -0.166, 0.154]]
}


{
  "formula": "C9H18F2HfO3",
  "method": "ωB97M-V/def2-TZVPD",
  "spin_multiplicity": 1,
  "total_charge": 2,
  "e_lumo_ha": -0.3988,
  "homo_lumo_gap_ha": 0.116,
  "symbols": ["Hf", "F", "F", "C", "C", "O", "C", "H", "H", "H", "H", "H", "H", "C", "C", "O", "C", "H", "H", "H", "H", "H", "H", "C", "C", "O", "C", "H", "H", "H", "H", "H", "H"],
  "positions_angstrom": [[1.765472, -1.040536, 1.433766], [1.359358, -2.905354, 0.306217], [-0.111961, -0.666519, 0.385270], [-0.712114, -3.175169, 4.713902], [-0.865367, -2.647175, 3.325198], [0.131692, -2.205755, 2.719962], [-2.199636, -2.681663, 2.685863], [-0.699548, -2.285438, 5.354163], [0.210180, -3.717629, 4.908235], [-1.630718, -3.714234, 4.928601], [-2.855915, -1.823788, 2.839478], [-2.771555, -3.558120, 2.993982], [-2.096064, -2.855674, 1.612310], [-1.381428, 0.334333, -2.661985], [-0.090586, -0.134810, -3.322409], [0.407688, -1.223123, -3.105325], [0.666857, 0.776526, -4.282572], [-1.789712, 1.019143, -3.416397], [-1.230424, 0.988285, -1.805516], [-2.134374, -0.448661, -2.643050], [1.661400, 0.421356, -4.538735], [0.549030, 1.788465, -3.898467], [0.134286, 0.600537, -5.223222], [2.015517, 2.794937, -1.464944], [1.591197, 2.454472, -0.074362], [1.764958, 1.321768, 0.415185], [0.670189, 3.351850, 0.672517], [2.142192, 1.852490, -1.995551], [3.017906, 3.228506, -1.402518], [1.289209, 3.508076, -1.844523], [0.330342, 2.942948, 1.619776], [-0.167170, 3.327773, -0.035184], [1.029103, 4.372182, 0.800336]],
  "forces_ev_per_angstrom": [[-10.196, -3.676, -6.321], [2.305, 4.565, 2.940], [4.533, -0.193, 2.720], [-0.596, 0.521, -0.434], [-0.076, -0.315, 0.737], [2.735, 1.984, -1.026], [-0.329, -0.958, -1.085], [-0.039, 0.038, 0.116], [-0.068, -0.129, -0.203], [0.327, -0.292, 0.419], [0.367, 0.273, 0.198], [0.135, 0.091, 0.547], [0.228, 0.559, -0.100], [0.023, 0.845, -2.356], [1.735, -0.984, 0.541], [-0.668, 0.083, 0.418], [-1.473, -0.531, 0.077], [-0.186, 0.192, 0.126], [-0.006, -0.570, 0.419], [0.296, -0.201, 0.893], [0.201, 0.164, 0.714], [0.330, 0.284, -0.693], [-0.238, 0.772, -0.093], [0.411, -0.532, 1.203], [-0.907, -0.221, 0.458], [1.336, -2.681, 1.172], [0.091, -0.043, -0.347], [-0.302, 0.196, -0.399], [-0.068, 0.336, -0.090], [0.268, -0.060, -0.485], [0.203, -0.077, -0.015], [-0.320, 0.516, 0.226], [-0.054, 0.042, -0.278]]
}


- Number 1 is which compound?
  C9H18ClNO